No. 1
The following is a DFT calculation (wB97M-V/def2-TZVPD) of a structure of composition C32H33BFHfN12Te.

The spin multiplicity is 1. For the HOMO energy, the calculation gives -9.719 eV. The HOMO-LUMO gap comes out at 5.0 eV. The calculation puts the total energy at -63594.703 eV. The molecular weight comes out at 921.60 g/mol. Its total charge is +1.

Cartesian coordinates (Å):
Hf: 0.243 -0.231 1.118
C: -1.960 3.764 0.842
C: -1.954 2.412 1.193
N: -0.738 1.895 1.052
N: 0.064 2.904 0.596
C: -0.665 4.032 0.474
B: 1.573 2.840 0.473
N: 2.162 1.781 -0.461
C: 2.999 2.000 -1.495
C: 3.500 0.793 -1.924
C: 2.908 -0.148 -1.079
N: 2.118 0.446 -0.193
N: 2.124 2.340 1.930
C: 3.309 2.840 2.529
C: 4.065 2.003 3.229
C: 3.682 0.565 3.345
N: 1.527 1.360 2.380
H: -2.795 4.441 0.853
H: -2.766 1.798 1.534
H: -0.199 4.939 0.129
H: 2.020 3.918 0.235
H: 3.172 3.002 -1.849
H: 4.181 0.616 -2.737
H: 3.002 -1.223 -1.073
H: 3.518 3.869 2.284
H: 4.992 2.356 3.665
H: 3.997 0.059 2.418
N: 0.143 -2.880 -1.268
C: 0.779 -3.288 -0.178
N: 1.012 -4.592 -0.063
C: 1.655 -4.974 1.033
N: 1.880 -6.276 1.213
N: 2.110 -4.141 2.000
C: 1.854 -2.876 1.799
N: 1.170 -2.358 0.751
C: 2.345 -1.891 2.809
C: 3.381 -2.268 3.605
C: 4.095 -1.485 4.589
C: 4.274 -0.163 4.503
C: 2.145 0.457 3.389
N: 1.611 -0.736 2.791
H: -0.101 -3.578 -1.950
H: -0.076 -1.907 -1.444
H: 1.550 -6.936 0.533
H: 2.355 -6.586 2.042
H: 3.692 -3.297 3.486
H: 4.562 -2.031 5.400
H: 4.810 0.386 5.267
H: 1.760 0.698 4.384
C: -1.431 -1.547 1.920
C: -2.671 -0.747 2.095
C: -3.559 -0.569 1.026
C: -4.710 0.191 1.169
C: -4.999 0.809 2.380
C: -4.125 0.649 3.448
C: -2.976 -0.116 3.306
H: -1.119 -2.034 2.848
H: -1.604 -2.342 1.188
H: -3.344 -1.046 0.077
H: -5.388 0.296 0.332
H: -5.899 1.398 2.495
H: -4.343 1.115 4.400
H: -2.316 -0.254 4.156
C: -0.547 -0.388 -5.785
Te: 0.078 0.065 -3.790
C: -1.998 0.429 -3.440
C: -2.597 0.671 -4.803
C: -3.842 1.276 -4.941
C: -4.386 1.493 -6.196
C: -3.685 1.102 -7.329
C: -2.445 0.498 -7.199
C: -1.893 0.278 -5.941
H: -0.621 -1.468 -5.906
H: 0.179 -0.008 -6.501
H: -2.108 1.289 -2.784
H: -2.440 -0.436 -2.946
H: -4.385 1.588 -4.056
H: -5.352 1.972 -6.292
H: -4.101 1.276 -8.313
H: -1.896 0.198 -8.084
F: -0.561 -0.288 -0.695

No. 2
The following is a DFT calculation (wB97M-V/def2-TZVPD) of a structure of composition C32H33Br2InN6O3S3.

The spin multiplicity is 1. For the HOMO energy, the calculation gives -7.751 eV. The HOMO-LUMO gap comes out at 7.9 eV. The calculation puts the total energy at -226569.046 eV. The molecular weight comes out at 920.48 g/mol.

Cartesian coordinates (Å):
In: -0.062 -0.175 -0.218
C: 2.328 3.788 0.566
C: 2.014 2.332 0.357
N: 0.791 1.954 0.240
N: -0.179 2.945 0.397
C: -1.170 2.782 -0.402
S: -1.250 1.597 -1.697
S: -2.573 3.832 -0.219
C: -2.109 4.731 1.276
C: -1.124 5.875 1.134
C: -0.851 6.641 2.266
C: 0.058 7.688 2.219
C: 0.712 7.987 1.029
C: 0.444 7.230 -0.103
C: -0.467 6.180 -0.050
C: 3.077 1.317 0.267
C: 4.308 1.558 0.898
C: 5.342 0.649 0.858
C: 5.159 -0.542 0.151
C: 3.966 -0.803 -0.484
C: 2.894 0.108 -0.447
O: 1.794 -0.188 -1.118
H: 1.870 4.371 -0.232
H: 3.396 3.981 0.572
H: 1.876 4.142 1.495
H: -1.706 3.989 1.965
H: -3.055 5.096 1.680
H: -1.356 6.409 3.200
H: 0.257 8.271 3.110
H: 1.421 8.804 0.986
H: 0.950 7.452 -1.035
H: -0.666 5.591 -0.938
H: 4.442 2.477 1.455
H: 6.275 0.857 1.365
H: 5.961 -1.270 0.103
H: 3.805 -1.725 -1.030
Br: -1.060 -0.455 6.817
C: -0.968 0.063 5.008
C: 0.243 0.432 4.456
C: 0.259 0.782 3.115
N: -0.830 0.796 2.343
C: -1.985 0.445 2.908
C: -2.113 0.065 4.234
H: 1.154 0.428 5.037
H: 1.197 1.048 2.641
H: -2.856 0.458 2.261
H: -3.071 -0.222 4.642
Br: -1.708 -7.666 0.329
C: -1.373 -6.076 1.293
C: -1.764 -5.984 2.621
N: -1.569 -4.889 3.354
C: -0.970 -3.851 2.766
C: -0.544 -3.866 1.445
C: -0.755 -5.005 0.685
C: 0.027 -2.639 0.815
O: 0.260 -2.634 -0.409
O: 0.164 -1.572 1.515
H: -2.251 -6.822 3.105
H: -0.821 -2.961 3.366
H: -0.442 -5.030 -0.350
C: -4.917 0.556 -0.582
N: -4.350 -0.099 -1.767
C: -5.054 0.224 -3.006
C: -3.186 -0.755 -1.716
S: -2.549 -1.264 -0.195
N: -2.518 -1.044 -2.854
C: -2.408 -0.149 -4.011
C: -1.525 -2.121 -2.902
H: -5.997 0.583 -0.707
H: -4.534 1.575 -0.490
H: -4.674 0.004 0.316
H: -6.120 0.231 -2.793
H: -4.867 -0.531 -3.762
H: -4.774 1.209 -3.385
H: -2.849 0.819 -3.813
H: -2.854 -0.592 -4.904
H: -1.346 0.014 -4.200
H: -1.701 -2.850 -2.121
H: -0.512 -1.732 -2.786
H: -1.606 -2.598 -3.881

No. 3
The following is a DFT calculation (wB97M-V/def2-TZVPD) of a structure of composition C32H33BrN4OOsSi.

The spin multiplicity is 1. For the HOMO energy, the calculation gives -12.704 eV. The HOMO-LUMO gap comes out at 5.8 eV. The calculation puts the total energy at -122097.881 eV. The molecular weight comes out at 787.86 g/mol. The calculation puts the energy above the lowest of the compared OMol25 structures with the same formula, charge and spin at 0.0 kcal per mole. Its total charge is +2.

Cartesian coordinates (Å):
Os: 0.810 1.140 0.697
Br: -3.530 -2.000 -6.169
C: -2.907 -3.005 -4.706
C: -3.797 -3.762 -3.963
C: -3.328 -4.500 -2.887
C: -1.991 -4.428 -2.523
C: -1.098 -3.678 -3.287
C: -1.554 -2.980 -4.390
N: -1.588 -5.260 -1.421
N: -0.560 -5.034 -0.765
C: 0.030 -3.768 -0.540
C: 1.397 -3.745 -0.393
C: 2.117 -2.541 -0.232
C: 1.441 -1.362 -0.152
O: 2.031 -0.129 -0.043
C: 0.044 -1.379 -0.160
N: -0.549 -0.162 0.060
C: -1.873 -0.065 0.090
C: -2.680 -1.193 -0.030
C: -2.102 -2.431 -0.210
C: -0.706 -2.553 -0.340
H: -4.845 -3.781 -4.228
H: -3.998 -5.125 -2.310
H: -0.043 -3.684 -3.048
H: -0.867 -2.422 -5.012
H: 1.930 -4.684 -0.467
H: 3.198 -2.538 -0.188
H: -2.291 0.921 0.245
H: -3.752 -1.082 0.053
H: -2.725 -3.313 -0.215
C: -0.823 2.018 3.612
Si: 0.654 0.994 3.089
C: 2.344 1.675 3.529
C: 0.460 -0.673 3.888
C: 0.564 -1.919 3.266
C: 0.425 -3.094 3.990
C: 0.200 -3.043 5.357
C: 0.099 -1.815 5.996
C: 0.217 -0.641 5.267
H: -0.607 2.438 4.600
H: -1.694 1.368 3.703
H: -1.080 2.850 2.956
H: 2.302 2.041 4.560
H: 2.713 2.499 2.912
H: 3.078 0.869 3.483
H: 0.767 -1.986 2.207
H: 0.496 -4.050 3.486
H: 0.105 -3.958 5.926
H: -0.074 -1.769 7.063
H: 0.116 0.307 5.786
C: 1.662 3.833 -3.875
N: 1.450 2.552 -3.131
C: 2.671 2.204 -2.345
C: 0.175 2.575 -2.295
C: 0.235 3.504 -1.112
C: -0.075 4.839 -1.313
C: 0.007 5.760 -0.269
C: 0.437 5.346 0.975
C: 0.727 4.003 1.201
C: 0.583 3.053 0.189
H: 2.496 3.706 -4.560
H: 1.890 4.618 -3.160
H: 0.763 4.082 -4.434
H: 1.314 1.818 -3.825
H: 2.793 2.938 -1.553
H: 3.532 2.239 -3.009
H: 2.570 1.207 -1.924
H: -0.003 1.548 -1.974
H: -0.620 2.872 -2.977
H: -0.408 5.177 -2.288
H: -0.258 6.795 -0.438
H: 0.528 6.056 1.786
H: 1.055 3.708 2.189

What did the third record say?
The following is a DFT calculation (wB97M-V/def2-TZVPD) of a structure of composition C32H33BrN4OOsSi.

The spin multiplicity is 1. For the HOMO energy, the calculation gives -12.704 eV. The HOMO-LUMO gap comes out at 5.8 eV. The calculation puts the total energy at -122097.881 eV. The molecular weight comes out at 787.86 g/mol. The calculation puts the energy above the lowest of the compared OMol25 structures with the same formula, charge and spin at 0.0 kcal per mole. Its total charge is +2.

Cartesian coordinates (Å):
Os: 0.810 1.140 0.697
Br: -3.530 -2.000 -6.169
C: -2.907 -3.005 -4.706
C: -3.797 -3.762 -3.963
C: -3.328 -4.500 -2.887
C: -1.991 -4.428 -2.523
C: -1.098 -3.678 -3.287
C: -1.554 -2.980 -4.390
N: -1.588 -5.260 -1.421
N: -0.560 -5.034 -0.765
C: 0.030 -3.768 -0.540
C: 1.397 -3.745 -0.393
C: 2.117 -2.541 -0.232
C: 1.441 -1.362 -0.152
O: 2.031 -0.129 -0.043
C: 0.044 -1.379 -0.160
N: -0.549 -0.162 0.060
C: -1.873 -0.065 0.090
C: -2.680 -1.193 -0.030
C: -2.102 -2.431 -0.210
C: -0.706 -2.553 -0.340
H: -4.845 -3.781 -4.228
H: -3.998 -5.125 -2.310
H: -0.043 -3.684 -3.048
H: -0.867 -2.422 -5.012
H: 1.930 -4.684 -0.467
H: 3.198 -2.538 -0.188
H: -2.291 0.921 0.245
H: -3.752 -1.082 0.053
H: -2.725 -3.313 -0.215
C: -0.823 2.018 3.612
Si: 0.654 0.994 3.089
C: 2.344 1.675 3.529
C: 0.460 -0.673 3.888
C: 0.564 -1.919 3.266
C: 0.425 -3.094 3.990
C: 0.200 -3.043 5.357
C: 0.099 -1.815 5.996
C: 0.217 -0.641 5.267
H: -0.607 2.438 4.600
H: -1.694 1.368 3.703
H: -1.080 2.850 2.956
H: 2.302 2.041 4.560
H: 2.713 2.499 2.912
H: 3.078 0.869 3.483
H: 0.767 -1.986 2.207
H: 0.496 -4.050 3.486
H: 0.105 -3.958 5.926
H: -0.074 -1.769 7.063
H: 0.116 0.307 5.786
C: 1.662 3.833 -3.875
N: 1.450 2.552 -3.131
C: 2.671 2.204 -2.345
C: 0.175 2.575 -2.295
C: 0.235 3.504 -1.112
C: -0.075 4.839 -1.313
C: 0.007 5.760 -0.269
C: 0.437 5.346 0.975
C: 0.727 4.003 1.201
C: 0.583 3.053 0.189
H: 2.496 3.706 -4.560
H: 1.890 4.618 -3.160
H: 0.763 4.082 -4.434
H: 1.314 1.818 -3.825
H: 2.793 2.938 -1.553
H: 3.532 2.239 -3.009
H: 2.570 1.207 -1.924
H: -0.003 1.548 -1.974
H: -0.620 2.872 -2.977
H: -0.408 5.177 -2.288
H: -0.258 6.795 -0.438
H: 0.528 6.056 1.786
H: 1.055 3.708 2.189